No. 1
DFT (wB97M-V/def2-TZVPD) results for one molecule with the formula C4H7O2 at a distorted geometry.

Element x y z (Å)
O  -0.020  -2.568  0.545
O  0.598  3.049  -1.310
C  -0.016  2.024  -0.997
C  0.315  -1.263  0.041
C  -0.485  -0.027  0.402
C  0.327  1.166  0.049
H  -0.183  -2.569  1.497
H  -1.499  -0.038  -0.079
H  1.019  1.363  0.846
H  -0.918  1.771  -1.618
H  0.164  -1.555  -1.046
H  1.396  -1.219  0.169
H  -0.698  -0.133  1.502

* charge: 0
* E_HOMO (alpha / beta): -9.58 / -10.01 eV
* multiplicity: 2
* LUMO level (alpha / beta): 0.776 / -1.626 eV
* relative energy (zero: lowest compared OMol25 entry of this formula, charge and spin): 27.2 kcal per mole

***

No. 2
DFT (wB97M-V/def2-TZVPD) results for C52H67ClO4P3Si2Sr as an isolated structure at a distorted geometry.

Element x y z (Å)
Sr  -0.702  -0.885  -1.069
Cl  0.170  -3.337  -1.626
P  3.689  -0.146  0.000
P  1.380  0.456  2.724
P  0.286  -0.312  -4.092
Si  0.782  1.737  -0.039
Si  -3.961  -0.436  -0.805
O  0.754  -4.524  -2.131
O  1.174  -2.290  -1.420
O  -0.508  -3.529  -0.364
O  -0.812  -2.784  -2.565
C  -3.896  1.443  1.346
C  5.009  2.328  0.200
C  -4.797  0.324  0.806
C  4.486  -1.839  -2.045
C  1.591  -0.573  5.398
C  6.149  -0.553  3.236
C  -3.523  0.468  -3.478
C  -4.140  2.230  -1.916
C  4.683  0.481  -2.612
C  2.702  3.809  0.438
C  -0.885  -1.316  2.805
C  5.008  -2.194  -3.279
C  5.180  0.127  -3.862
C  0.920  1.229  -4.854
C  -0.090  2.425  1.538
C  -1.472  3.212  3.869
C  -1.700  3.861  2.663
C  -6.393  -2.191  -0.970
C  5.099  3.692  0.401
C  5.179  -0.569  1.013
C  2.943  0.502  7.078
C  6.314  -1.231  0.554
C  -1.023  3.464  1.516
C  -5.896  0.726  -2.804
C  -4.270  -3.222  -0.207
C  -0.559  2.167  3.917
C  -4.451  0.777  -2.295
C  1.654  -1.450  -4.504
C  4.352  -0.497  -1.676
C  -4.870  -2.160  -1.143
C  -1.435  -2.590  2.696
C  -4.831  -0.737  1.910
C  3.766  1.691  0.113
C  7.351  -1.556  1.424
C  2.100  -0.528  6.692
C  2.791  1.435  4.868
C  -6.217  0.880  0.655
C  0.178  2.951  -1.411
C  -4.555  -2.646  -2.565
C  2.578  2.431  0.208
C  -0.641  -3.671  2.344
C  -0.941  -0.827  -5.355
C  1.926  0.411  4.473
C  0.120  1.778  2.768
C  3.288  1.488  6.160
C  1.260  -2.215  2.193
C  0.710  -3.482  2.086
C  0.474  -1.122  2.572
C  3.932  4.437  0.537
C  5.362  -1.208  -4.193
C  7.274  -1.221  2.766
C  5.117  -0.237  2.369
H  -2.478  0.672  -3.214
H  1.779  1.589  -4.287
H  -3.481  -2.630  -2.773
H  4.564  1.527  -2.359
H  -5.079  -0.265  2.871
H  3.983  5.504  0.722
H  -6.916  0.139  0.261
H  8.224  -2.070  1.040
H  -1.514  -0.476  3.078
H  3.953  2.293  6.448
H  -6.255  1.751  -0.003
H  1.386  -2.478  -4.263
H  -6.693  -1.994  0.061
H  1.222  1.054  -5.890
H  -6.621  0.922  -2.011
H  -1.228  3.980  0.583
H  5.115  -3.240  -3.537
H  5.760  -1.481  -5.162
H  1.829  -1.303  7.400
H  3.075  2.197  4.147
H  -4.310  1.841  2.284
H  0.749  2.754  -2.324
H  -6.598  1.203  1.635
H  -6.144  -0.240  -3.246
H  -4.215  2.868  -2.809
H  -4.890  -3.686  -2.680
H  -4.456  -3.015  0.848
H  5.918  1.739  0.125
H  -1.082  -4.655  2.245
H  6.070  4.170  0.465
H  -3.581  -0.566  -3.817
H  6.068  -0.279  4.282
H  4.249  0.287  2.742
H  2.533  -1.184  -3.921
H  -3.767  1.116  -4.334
H  -2.419  4.671  2.612
H  1.891  -1.381  -5.569
H  -4.827  2.632  -1.171
H  -5.573  -1.517  1.729
H  -4.710  -4.204  -0.433
H  -1.765  -0.116  -5.399
H  -5.059  -2.058  -3.334
H  -2.005  3.509  4.764
H  -3.189  -3.311  -0.339
H  -1.347  -1.804  -5.090
H  -6.047  1.487  -3.585
H  2.310  -2.060  1.967
H  -3.856  -1.217  2.017
H  -6.901  -1.464  -1.607
H  1.800  4.404  0.551
H  8.082  -1.475  3.441
H  -0.369  1.661  4.859
H  -0.879  2.793  -1.655
H  6.408  -1.492  -0.492
H  0.151  2.002  -4.828
H  -6.780  -3.187  -1.233
H  -2.889  1.075  1.564
H  -3.785  2.282  0.660
H  -2.490  -2.739  2.884
H  4.176  -2.614  -1.352
H  1.329  -4.316  1.780
H  0.307  4.011  -1.161
H  -0.467  -0.890  -6.338
H  3.335  0.536  8.087
H  0.932  -1.384  5.109
H  -3.124  2.337  -1.524
H  5.431  0.902  -4.576

* charge: -1
* E_HOMO: -3.80 eV
* LUMO level: 2.423 eV

***

No. 3
DFT (wB97M-V/def2-TZVPD) results for C22H34AuGe2N2O6S2 as an isolated structure at a distorted geometry.

Element x y z (Å)
Au  0.165  -3.059  -0.366
Ge  0.424  -0.086  1.258
Ge  -2.337  -1.421  1.499
S  2.702  -1.188  -1.132
S  -0.718  0.258  -1.634
O  1.713  -0.719  -0.053
O  2.500  -2.604  -1.385
O  4.026  -0.780  -0.784
O  -1.010  -1.109  -1.966
O  -1.757  1.222  -1.809
O  -0.527  -1.612  1.180
N  0.320  -5.058  -1.036
N  1.668  -5.545  -0.912
C  1.884  -1.124  -3.708
C  0.814  4.394  1.265
C  1.389  1.588  -3.762
C  -4.690  -1.309  -0.172
C  -0.787  2.596  1.533
C  1.779  -0.441  2.615
C  -1.789  3.545  1.744
C  -3.411  -2.125  0.038
C  -2.266  0.540  1.543
C  2.407  1.986  -1.523
C  2.925  0.549  2.758
C  1.969  1.043  -2.616
C  -0.196  5.324  1.445
C  1.330  -0.554  -4.841
C  -1.497  4.895  1.689
C  -2.669  -2.214  3.242
C  0.514  3.041  1.315
C  3.530  2.910  -2.000
C  -4.009  -1.765  3.829
C  -1.075  1.150  1.509
C  2.189  -0.337  -2.604
C  1.060  0.806  -4.858
H  -0.282  -5.659  -0.486
H  1.833  4.717  1.097
H  -4.162  -2.190  4.820
H  -4.849  -2.083  3.208
H  1.193  -0.536  3.535
H  1.102  -1.170  -5.700
H  -2.801  -2.117  -0.864
H  2.295  -4.797  -1.187
H  -2.639  -3.299  3.128
H  -5.253  -1.686  -1.026
H  1.329  2.331  1.179
H  -1.843  -1.933  3.898
H  3.426  0.708  1.800
H  3.674  0.159  3.447
H  0.025  6.381  1.396
H  -4.064  -0.680  3.929
H  -2.804  3.228  1.941
H  0.603  1.261  -5.726
H  -0.003  -5.081  -2.001
H  3.207  3.545  -2.824
H  -3.166  1.146  1.594
H  -3.644  -3.166  0.270
H  3.862  3.556  -1.187
H  4.386  2.324  -2.337
H  -5.350  -1.352  0.696
H  2.591  1.511  3.150
H  2.062  -2.188  -3.659
H  -4.467  -0.260  -0.370
H  -2.285  5.620  1.836
H  1.190  2.653  -3.786
H  1.546  2.585  -1.210
H  2.765  1.436  -0.654
H  1.800  -6.347  -1.519
H  2.149  -1.417  2.307

* charge: +1
* E_HOMO: -11.69 eV
* LUMO level: -4.157 eV
* relative energy (zero: lowest compared OMol25 entry of this formula, charge and spin): 0.0 kcal per mole

***

No. 4
DFT (wB97M-V/def2-TZVPD) results for a 2-piece molecular cluster, C5H6I2N2 overall at a distorted geometry.

Element x y z (Å)
I  2.416  -1.378  0.108
I  -2.963  -0.768  0.163
N  -0.609  1.095  -0.009
N  0.627  2.975  0.177
C  -0.238  2.884  1.225
C  -0.899  1.649  1.209
C  0.546  -2.208  0.533
C  -1.087  -0.054  -0.616
C  0.362  1.884  -0.528
H  0.113  3.672  1.849
H  0.738  1.574  -1.574
H  -0.844  -0.231  -1.648
H  0.099  -2.762  -0.204
H  -1.602  1.208  1.936
H  0.137  -1.854  1.459

* charge: 0
* E_HOMO (alpha / beta): -8.39 / -8.09 eV
* LUMO level (alpha / beta): -0.760 / -0.364 eV
* relative energy (zero: lowest compared OMol25 entry of this formula, charge and spin): 70.7 kcal per mole